ORCA calculation (the ωB97M-V functional and the def2-TZVPD basis) on C14H6MoN2O9 as an isolated structure.

Structure (XYZ):
```
32
Properties=species:S:1:pos:R:3:forces:R:3
Mo -0.594855 -0.118687 -0.068767 -0.558 0.870 -0.149
O -5.366547 3.610626 0.679872 -0.497 0.177 0.082
C -4.317714 2.864670 0.474756 0.947 -0.477 -0.108
C -3.004538 3.377078 0.322444 0.141 -0.145 -0.025
C -1.980390 2.482662 0.132451 0.122 -0.181 0.004
N -2.178459 1.154420 0.099808 -1.699 1.288 0.221
C -3.419146 0.650866 0.234365 0.158 -0.026 0.012
C -4.511650 1.459508 0.416908 -0.043 -0.008 -0.003
C -3.324690 -0.873439 0.158511 -2.152 0.903 0.194
O -4.223730 -1.639084 0.163107 0.585 0.100 0.007
O -2.007336 -1.177392 0.070150 -1.497 -2.186 0.118
C -0.488827 2.733698 -0.043259 -1.047 1.681 0.204
O 0.068310 3.781234 -0.057090 -0.081 -0.588 -0.027
O 0.102742 1.527113 -0.162743 1.635 1.913 -0.216
H -5.196107 4.564085 0.744251 0.115 -0.164 -0.062
H -2.798217 4.438384 0.366599 0.011 0.028 -0.034
H -5.510063 1.060391 0.533547 0.014 -0.102 -0.021
O 6.725644 -0.814489 0.025467 -0.513 -1.048 0.013
C 7.759762 -0.218065 -0.006343 0.347 0.510 -0.031
O 8.762243 0.288170 -0.033585 0.279 0.097 -0.002
C 5.318042 -0.392567 0.014898 -1.253 0.693 -0.039
C 5.009761 0.948117 0.083230 0.197 -0.106 0.041
C 3.649204 1.261096 0.092818 0.355 0.009 -0.018
N 2.711425 0.337066 0.023447 -0.244 -0.170 -0.007
C 3.042188 -0.940470 -0.060645 0.074 0.172 0.030
C 4.367984 -1.384056 -0.062983 0.194 -0.345 -0.012
C 1.875756 -1.924868 -0.146203 1.613 -0.617 0.078
O 2.024356 -3.102526 -0.187227 -0.226 0.346 -0.028
O 0.693019 -1.296034 -0.156723 2.817 -2.662 -0.232
H 5.753170 1.729614 0.134686 0.075 0.087 0.021
H 3.317631 2.290368 0.157255 0.097 0.027 -0.008
H 4.600947 -2.437563 -0.122293 0.032 -0.074 -0.002
```
Forces are in eV/Å.

Summary:
- molecular weight (g/mol) = 442.15
- E_LUMO (spin up / spin down) (eV) = -7.88 / -7.88
- total charge = +2